{"formula": "C4H10AlCl3O4P", "method": "the ωB97M-V functional and the def2-TZVPD basis", "elements": ["O", "C", "Cl", "C", "Al", "P", "O", "O", "O", "H", "H", "H", "H", "H", "H", "Cl", "C", "C", "Cl", "H", "H", "H", "H"], "coordinates": [[2.499, -0.205, 3.137], [2.154, 0.650, 2.380], [2.647, 2.344, 2.782], [1.411, 0.532, 1.124], [-0.293, 1.614, 0.870], [-1.995, 0.628, 2.246], [-1.608, 0.336, 3.656], [-2.496, -0.759, 1.546], [-3.428, 1.406, 2.150], [2.076, 0.780, 0.292], [1.157, -0.532, 1.049], [-0.168, 3.191, 1.159], [-0.788, 1.401, -0.646], [-2.177, -1.464, 2.131], [-3.285, 2.306, 2.472], [-1.075, -1.489, -1.945], [-0.160, -1.813, -3.433], [1.294, -1.438, -3.303], [1.531, 0.323, -3.192], [-0.634, -1.267, -4.245], [-0.234, -2.882, -3.635], [1.839, -1.779, -4.182], [1.733, -1.885, -2.415]], "forces_ev_per_angstrom": [[-0.27, 0.27, -0.06], [0.32, -0.69, 0.09], [0.15, 0.38, 0.00], [-0.16, -0.40, 0.25], [-0.06, 0.42, -0.57], [0.43, -0.23, 0.39], [-0.01, 0.04, 0.02], [0.03, -0.35, -0.01], [-0.08, 0.34, -0.03], [-0.11, 0.28, 0.01], [0.03, 0.08, -0.16], [-0.02, -0.06, 0.22], [0.02, -0.09, 0.03], [-0.16, 0.12, -0.13], [-0.12, -0.08, -0.07], [-0.01, -0.01, -0.01], [-0.05, -0.07, 0.02], [0.06, -0.03, -0.02], [0.00, 0.02, 0.01], [0.00, 0.04, 0.01], [0.02, -0.01, -0.01], [-0.01, 0.00, -0.01], [-0.01, 0.03, 0.03]], "lowdin_charge": [0.006, -0.887, 0.538, -0.306, 0.223, 0.333, -0.407, -0.247, -0.231, 0.056, 0.063, -0.122, -0.119, 0.055, 0.049, 0.555, -0.681, -0.672, 0.536, 0.063, 0.065, 0.064, 0.065], "lumo_ev": 2.65, "charge": -1, "total_energy_ev": -65958.319, "gap_ev": 7.977, "homo_ev": -5.33}

=====

{"formula": "C4H10BBrO", "method": "the ωB97M-V functional and the def2-TZVPD basis", "elements": ["C", "C", "C", "C", "O", "B", "Br", "H", "H", "H", "H", "H", "H", "H", "H", "H", "H"], "coordinates": [[2.511, -0.412, 0.380], [1.474, 0.198, -0.734], [0.285, 1.049, 0.066], [-1.092, 0.126, -0.114], [-2.226, 0.599, 0.695], [-3.216, -0.524, 0.614], [-4.245, -0.877, -1.093], [3.475, 0.283, 0.357], [2.100, -0.390, 1.490], [2.824, -1.494, 0.024], [0.981, -0.698, -1.345], [2.028, 0.859, -1.552], [0.150, 2.137, -0.344], [0.497, 1.150, 1.224], [-0.813, -1.006, 0.045], [-1.371, 0.221, -1.272], [-3.361, -1.220, 1.557]], "forces_ev_per_angstrom": [[0.87, 0.43, -0.82], [-0.48, 0.03, 0.40], [-0.60, -0.79, 0.13], [1.40, 0.87, -2.11], [-1.27, -3.74, -1.06], [1.73, 2.73, -0.81], [0.92, 0.33, 1.47], [-1.95, -1.63, 0.22], [0.68, -0.27, -2.52], [-0.53, 2.20, 1.09], [0.91, 1.95, 1.37], [-1.14, -1.33, 1.98], [0.02, -2.20, 0.61], [-0.22, -0.30, -2.42], [-0.55, 2.10, 0.12], [0.47, -0.28, 2.41], [-0.26, -0.07, -0.05]], "lowdin_charge": [-0.156, -0.258, -0.164, -0.262, -0.161, -0.560, 0.583, 0.081, 0.081, 0.077, 0.106, 0.113, 0.114, 0.112, 0.132, 0.127, 0.035], "lumo_ev": 0.22, "total_energy_ev": -77075.358, "gap_ev": 10.555, "homo_ev": -10.33, "smiles": "CCCCOBBr"}

=====

{"formula": "C4H10BN", "method": "the ωB97M-V functional and the def2-TZVPD basis", "elements": ["C", "C", "C", "B", "N", "C", "H", "H", "H", "H", "H", "H", "H", "H", "H", "H"], "coordinates": [[-1.487, 1.155, 0.134], [-1.983, -0.267, -0.065], [-0.843, -1.305, 0.034], [0.586, -0.692, 0.045], [1.720, -0.182, 0.087], [3.032, 0.278, -0.106], [-0.793, 1.433, -0.653], [-0.962, 1.239, 1.086], [-2.313, 1.865, 0.138], [-2.745, -0.486, 0.687], [-2.467, -0.335, -1.041], [-0.926, -2.007, -0.798], [-0.978, -1.901, 0.939], [3.702, -0.564, -0.308], [3.071, 0.963, -0.960], [3.385, 0.805, 0.784]], "forces_ev_per_angstrom": [[-0.24, 0.07, 0.20], [0.00, 0.19, 0.00], [-0.04, -0.06, -0.04], [0.25, 0.04, 0.10], [-0.83, -0.52, -0.23], [0.18, 0.11, 0.03], [0.11, 0.11, -0.09], [0.03, 0.10, 0.03], [-0.02, 0.08, -0.02], [0.02, -0.05, -0.12], [-0.01, -0.08, 0.05], [0.13, -0.08, 0.04], [0.14, -0.04, 0.02], [0.05, 0.16, 0.04], [0.12, -0.02, 0.11], [0.13, 0.00, -0.11]], "lowdin_charge": [-0.132, -0.274, -0.133, -0.227, 0.072, -0.157, 0.071, 0.078, 0.073, 0.103, 0.103, 0.094, 0.096, 0.079, 0.079, 0.076], "lumo_ev": 0.71, "de_lowest_ev": 0.290, "total_energy_ev": -6476.836, "gap_ev": 10.213, "homo_ev": -9.51, "smiles": "CCCB=NC"}